Record 1
Here is 9 unconnected molecules or ions with the total composition C25H47N12O11 in a non-equilibrium geometry from OMol25. Energies are from wB97M-V/def2-TZVPD.

```
95
Properties=species:S:1:pos:R:3:mulliken_charge:R:1
C -1.646 -7.487 -0.058 -1.129
C -1.002 -6.664 1.046 -0.392
N -0.477 -5.390 0.556 0.246
C -1.265 -4.330 0.163 -1.324
C -0.434 -3.267 0.054 -0.213
N 0.838 -3.693 0.322 0.337
C 0.801 -4.979 0.672 -0.187
C 2.069 -2.898 0.269 -0.803
H -1.842 -8.513 0.242 0.394
H -1.036 -7.439 -0.959 0.337
H -2.605 -7.031 -0.317 0.250
H -0.168 -7.185 1.522 0.393
H -1.658 -6.522 1.906 0.295
H -2.341 -4.385 -0.032 0.925
H -0.631 -2.270 -0.300 0.342
H 1.600 -5.546 1.114 0.408
H 2.868 -3.623 0.123 0.380
H 2.159 -2.407 1.236 0.323
H 2.076 -2.187 -0.552 0.248
O 0.147 2.211 -1.384 -1.061
C 0.907 1.318 -0.634 -0.648
C 0.281 0.387 0.424 3.373
O -0.431 0.869 1.516 -1.021
H 1.590 2.006 -0.097 -0.435
H 1.586 0.798 -1.353 0.376
H 1.063 -0.292 0.846 -0.448
H -0.274 -0.453 -0.078 -2.073
C 2.314 3.246 2.247 0.040
C 3.489 3.927 2.010 -0.421
C 3.607 5.281 2.299 0.641
C 2.620 5.890 3.028 -0.445
C 1.444 5.192 3.334 -0.534
C 1.290 3.870 2.977 0.218
O 0.149 3.226 3.309 -0.670
O 4.696 6.049 1.924 -0.608
H 2.196 2.230 1.901 0.097
H 4.252 3.399 1.447 0.216
H 2.765 6.878 3.446 0.397
H 0.676 5.682 3.917 0.412
H 0.061 2.352 2.893 0.348
H 5.466 5.515 1.716 0.284
C -4.001 -2.604 0.070 -0.063
C -3.085 -1.752 0.656 -0.717
C -2.576 -2.094 1.922 -0.031
C -2.926 -3.305 2.517 -0.637
C -3.760 -4.219 1.860 -0.690
C -4.181 -3.888 0.587 0.406
O -5.005 -4.800 -0.047 -0.596
O -1.914 -1.165 2.603 -0.502
H -4.610 -2.292 -0.773 0.368
H -3.008 -0.788 0.168 0.797
H -2.470 -3.499 3.480 0.422
H -3.897 -5.228 2.226 0.475
H -5.406 -4.377 -0.812 0.289
H -1.289 -0.535 2.131 0.418
C -0.124 -1.567 -3.368 0.559
O 0.633 -2.170 -2.623 -0.651
N -1.023 -2.084 -4.273 -0.449
N -0.167 -0.204 -3.338 -0.133
H -1.716 -1.574 -4.784 0.164
H -1.217 -3.065 -4.149 0.230
H -0.583 0.330 -4.075 0.255
H 0.278 0.254 -2.555 0.140
C 3.038 2.652 -4.425 0.528
O 3.709 3.451 -3.783 -0.664
N 3.459 2.130 -5.618 -0.423
N 1.891 2.079 -3.951 -0.123
H 2.792 1.588 -6.133 0.154
H 4.321 2.462 -6.007 0.218
H 1.202 1.621 -4.505 0.162
H 1.846 2.137 -2.939 0.243
C 1.442 5.732 -0.957 0.604
O 0.286 6.007 -0.643 -0.731
N 2.399 6.709 -1.080 -0.391
N 1.807 4.509 -1.407 0.069
H 3.277 6.482 -1.504 0.160
H 2.150 7.619 -0.744 0.238
H 2.656 4.403 -1.940 0.045
H 1.172 3.696 -1.431 0.010
C -4.067 1.647 -1.316 0.625
O -3.927 1.885 -0.130 -0.539
N -5.009 2.283 -2.096 -0.427
N -3.117 0.999 -2.057 -0.175
H -5.929 2.508 -1.771 0.228
H -4.844 2.340 -3.084 0.119
H -3.237 1.003 -3.049 0.161
H -2.269 0.773 -1.554 0.085
C 1.488 -0.062 4.518 0.371
O 1.940 -0.540 5.558 -0.752
N 0.256 0.499 4.412 -0.034
N 2.052 -0.230 3.277 -0.162
H -0.013 0.560 3.435 -0.071
H -0.374 0.578 5.183 0.160
H 1.480 -0.061 2.463 0.199
H 2.973 -0.604 3.157 0.188
```

Summary:
Multiplicity: 1
Energy, eV: -67092.87392
LUMO energy, eV: 1.5
HOMO energy, Ha: -0.13271
Charge: -1
Kohn-Sham gap, eV: 5.14

---

Record 2
Here is a molecular structure, C24H43BiCl2F3N3O7SSi in a non-equilibrium geometry from OMol25. Energies are from wB97M-V/def2-TZVPD.

```
85
Properties=species:S:1:pos:R:3:mulliken_charge:R:1
C -1.330 7.528 -0.253 -1.393
C -0.128 8.223 -0.836 0.306
H -1.487 7.806 0.799 0.370
H -1.218 6.442 -0.332 0.162
H -2.244 7.832 -0.791 0.302
C 0.108 9.537 -0.643 0.137
C -0.728 10.439 0.218 -1.427
H 0.915 10.056 -1.174 0.292
H -0.909 10.000 1.217 0.303
H -1.709 10.667 -0.246 0.296
H -0.245 11.424 0.360 0.366
Bi -0.034 1.720 -0.371 2.087
Cl -0.446 3.229 -2.432 -0.474
C 1.736 0.942 -3.075 0.170
O 1.619 0.857 -1.823 -0.722
N 2.894 1.161 -3.691 0.268
C 4.176 1.260 -2.992 -0.793
C 2.928 1.532 -5.106 -0.886
H 0.845 0.859 -3.736 0.282
H 4.258 0.453 -2.264 0.285
H 4.276 2.222 -2.481 0.118
H 4.951 1.184 -3.756 0.385
H 2.031 1.140 -5.606 0.342
H 3.840 1.126 -5.556 0.336
H 2.938 2.628 -5.239 0.292
H 2.520 -3.636 0.011 0.311
H 0.744 -4.892 -0.377 0.322
C 2.005 -3.091 0.820 -0.957
C -0.022 -4.289 0.110 -0.901
N 0.588 -3.039 0.518 0.242
H 2.428 -2.086 0.948 0.268
C -0.122 -1.896 0.497 -0.258
O 0.367 -0.755 0.664 -0.709
H -0.854 -4.101 -0.565 0.276
H -1.207 -2.051 0.407 0.660
H 2.164 -3.695 1.724 0.339
H -0.362 -4.844 0.991 0.313
H -1.540 2.279 4.569 0.300
H -0.148 4.212 2.700 0.113
C -0.508 2.344 4.960 -0.908
C 0.631 3.961 3.457 -0.664
N 0.445 2.597 3.896 0.189
H -0.249 1.397 5.425 0.358
C 0.827 1.560 3.108 0.103
O 1.487 1.701 2.061 -0.631
H 1.591 4.101 2.960 0.256
H 0.485 0.565 3.453 0.281
H -0.426 3.168 5.689 0.283
H 0.469 4.639 4.301 0.340
O 1.231 6.290 -0.870 0.040
C 0.794 7.373 -1.702 0.157
C 2.909 8.805 -1.672 -0.336
C 1.890 8.163 -2.402 0.318
H 2.880 8.767 -0.579 0.757
C 3.949 9.424 -2.376 -0.882
H 0.164 6.902 -2.473 0.256
C 1.824 8.291 -3.797 -0.277
H 4.781 9.875 -1.819 0.373
C 3.949 9.440 -3.777 -0.481
C 2.843 8.942 -4.488 -0.618
H 0.961 7.840 -4.307 0.351
H 4.793 9.853 -4.343 0.391
H 2.783 9.029 -5.574 0.385
Si 2.589 5.314 -1.005 0.033
Cl -1.410 3.739 1.162 -0.622
C 3.924 6.246 -0.103 -1.163
C 3.105 4.971 -2.751 -0.767
C 2.289 3.626 -0.232 0.957
H 4.378 7.032 -0.725 0.352
H 4.705 5.518 0.185 0.405
H 3.531 6.713 0.810 0.264
H 1.580 3.680 0.623 -0.484
H 3.237 3.159 0.101 0.248
H 1.886 2.971 -1.041 -0.919
H 3.389 5.876 -3.305 0.419
H 2.306 4.462 -3.304 0.121
H 3.980 4.311 -2.724 0.335
F -3.258 -1.729 -0.660 -0.211
C -3.017 -1.811 -2.005 0.487
F -2.969 -3.132 -2.329 -0.214
F -4.041 -1.235 -2.650 -0.202
S -1.409 -0.928 -2.354 1.166
O -1.374 -0.613 -3.756 -0.591
O -1.572 0.284 -1.460 -0.813
O -0.407 -1.863 -1.857 -0.567
```

Summary:
Multiplicity: 1
Energy, eV: -102142.03159
LUMO energy, eV: -0.3
HOMO energy, Ha: -0.31477
Charge: 0
Kohn-Sham gap, eV: 8.23

---

Record 3
Here is a single C13H15NOS molecule in a non-equilibrium geometry from OMol25. Energies are from wB97M-V/def2-TZVPD.

```
31
Properties=species:S:1:pos:R:3:mulliken_charge:R:1
C -3.547 -2.422 0.577 -1.400
C -2.631 -3.006 -0.451 0.783
C -3.223 -4.366 -0.855 -1.549
C -2.070 -2.185 -1.614 -0.960
N -1.463 -0.892 -1.109 -0.124
C -0.309 -0.690 -0.278 0.425
O 0.392 -1.642 0.108 -0.610
C 0.116 0.634 0.294 -0.203
C -0.476 1.889 0.346 -1.289
C 0.423 2.998 0.592 0.247
C 1.232 3.964 0.826 1.277
C 2.072 5.110 0.967 -0.394
C 1.784 5.995 1.993 -0.499
C 2.717 7.088 1.939 -0.488
C 3.717 6.914 1.032 -0.442
S 3.493 5.495 -0.028 -0.124
H -4.270 -1.777 0.067 0.332
H -4.057 -3.247 1.095 0.373
H -3.025 -1.760 1.225 0.340
H -1.756 -3.225 0.040 0.292
H -4.164 -4.163 -1.321 0.392
H -2.677 -4.740 -1.768 0.383
H -3.189 -5.109 0.011 0.359
H -2.787 -1.825 -2.396 0.334
H -1.201 -2.777 -2.004 0.332
H -2.064 -0.074 -1.334 0.225
H 0.985 0.617 0.849 0.458
H -1.505 2.034 0.060 0.327
H 0.882 5.852 2.590 0.390
H 2.855 7.909 2.648 0.328
H 4.469 7.618 1.070 0.487
```

Summary:
Multiplicity: 1
Energy, eV: -28093.04985
LUMO energy, eV: -0.4
HOMO energy, Ha: -0.30898
SMILES: CC(C)CNC(=O)/C=C/C#Cc1cccs1
Charge: 0
Kohn-Sham gap, eV: 8.00

---

Record 4
Here is a molecular structure, C4H5LuO4 in a non-equilibrium geometry from OMol25. Energies are from wB97M-V/def2-TZVPD.

```
14
Properties=species:S:1:pos:R:3:mulliken_charge:R:1
C 1.168 -1.610 2.087 0.085
O 1.809 -2.575 1.624 -0.171
H 0.758 -1.669 3.105 0.449
H 1.695 -3.419 2.104 0.474
C 1.044 -0.408 1.258 -0.427
C -0.349 0.059 0.988 0.194
H 1.487 0.393 1.898 0.386
H 1.665 -0.446 0.344 0.338
H -1.070 0.152 1.818 0.437
O -0.650 0.422 -0.136 -0.528
C -1.755 2.658 -4.552 0.709
O -1.215 3.217 -5.392 0.018
O -2.157 2.115 -3.595 -0.528
Lu -2.429 1.112 -1.552 2.565
```

Summary:
Multiplicity: 1
Energy, eV: -45986.84305
LUMO energy, eV: -19.6
HOMO energy, Ha: -1.04302
Charge: +4
Kohn-Sham gap, eV: 8.82